(1)
This record from the OMol25 dataset describes C24H20N5O3RhS as an isolated structure in a non-equilibrium geometry. The level of theory is ωB97M-V/def2-TZVPD.

Properties
E_HOMO   -7.329 eV
Kohn-Sham gap   7.41 eV
LUMO energy   0.003 Ha

The geometry in XYZ format:
```
54
Properties=species:S:1:pos:R:3:forces:R:3
Rh 0.054 -0.538 -0.312 0.241 0.920 -0.544
O 0.626 2.386 2.482 -0.017 -0.044 -0.009
C 0.619 1.387 1.767 -0.080 -0.046 0.051
N -0.007 1.224 0.609 0.324 0.268 -0.087
C -0.972 2.199 0.175 -0.089 -0.116 0.073
C -1.619 1.727 -1.100 0.181 0.034 -0.036
C -2.651 2.435 -1.703 0.101 0.044 0.004
C -3.148 2.008 -2.917 -0.016 -0.024 -0.051
C -2.596 0.884 -3.517 -0.003 0.082 0.004
C -1.599 0.204 -2.852 0.001 0.073 0.031
N -1.128 0.610 -1.666 -0.534 -0.584 0.310
C 1.304 0.108 2.181 0.078 0.030 -0.028
C 1.899 -0.003 3.420 0.050 0.025 -0.038
C 2.412 -1.227 3.812 -0.004 -0.007 0.009
C 2.305 -2.304 2.949 0.026 0.036 0.027
C 1.700 -2.118 1.721 0.046 -0.037 -0.046
N 1.226 -0.933 1.333 -0.196 -0.556 0.109
H -0.508 3.181 0.016 -0.046 0.022 -0.063
H -1.745 2.354 0.937 0.021 -0.010 0.016
H -3.045 3.314 -1.210 0.003 0.004 -0.003
H -3.956 2.545 -3.396 0.004 0.005 0.001
H -2.944 0.526 -4.475 -0.004 -0.012 0.006
H -1.163 -0.702 -3.247 -0.015 -0.066 0.054
H 1.919 0.879 4.046 -0.009 -0.006 0.011
H 2.868 -1.347 4.785 0.004 0.002 -0.002
H 2.660 -3.287 3.221 0.002 0.000 -0.003
H 1.575 -2.943 1.036 -0.066 0.022 -0.061
O -1.266 -2.425 2.538 -0.059 -0.028 -0.039
C -1.527 -2.200 1.370 -0.007 0.128 0.190
O -1.491 -0.994 0.847 -0.414 0.004 0.040
C -2.013 -3.306 0.481 0.085 -0.023 -0.150
C -2.965 -4.179 1.003 0.020 0.004 0.016
C -3.498 -5.198 0.235 -0.006 -0.007 -0.018
C -3.057 -5.365 -1.072 -0.008 -0.019 0.000
C -2.093 -4.522 -1.594 -0.003 0.006 0.036
C -1.557 -3.483 -0.828 -0.057 0.047 0.032
S -0.286 -2.519 -1.587 0.123 -0.288 0.084
H -3.279 -4.035 2.029 0.009 0.004 0.000
H -4.249 -5.858 0.648 0.002 -0.001 0.005
H -3.460 -6.161 -1.685 0.001 0.002 -0.003
H -1.733 -4.664 -2.606 -0.004 0.002 -0.004
N 2.739 -2.095 -1.341 0.001 0.097 0.073
C 2.751 -0.811 -1.783 0.095 0.083 -0.101
C 3.843 -0.350 -2.546 -0.022 -0.009 -0.006
C 3.868 0.940 -2.995 0.048 0.030 -0.012
C 2.812 1.793 -2.670 0.002 0.006 0.026
C 1.795 1.288 -1.906 0.015 -0.003 0.167
N 1.733 0.013 -1.463 0.185 0.039 -0.094
H 3.375 -2.721 -1.804 0.035 0.019 -0.005
H 1.812 -2.487 -1.178 0.006 -0.158 0.058
H 4.644 -1.040 -2.773 -0.004 -0.006 0.006
H 4.701 1.294 -3.589 -0.002 -0.005 -0.002
H 2.792 2.825 -2.986 -0.015 0.002 0.008
H 0.985 1.923 -1.588 -0.029 0.011 -0.041
```
Forces are in eV/Å.

Atomic charges from the Löwdin analysis, expressed in e, are listed below: 1.0020 0.0428 -0.4913 -0.1018 -0.1425 -0.2306 -0.0078 -0.0464 -0.0438 -0.1179 -0.0040 -0.1453 0.0206 -0.0307 -0.0338 -0.1055 0.0068 0.1342 0.1428 0.1230 0.1125 0.1091 0.0615 0.1240 0.1131 0.1122 0.1094 0.0741 -0.5985 -0.1840 -0.1620 -0.0284 -0.0905 -0.0968 -0.1359 -0.5507 0.6902 0.1180 0.0979 0.0991 0.0913 0.1109 -0.3578 -0.0161 -0.0639 -0.0631 -0.1117 -0.0004 0.1050 -0.0635 0.1132 0.1123 0.1055 0.0933

***

(2)
This record from the OMol25 dataset describes C24H21AsBr2F6N7NbO4S as an isolated structure in a non-equilibrium geometry. The level of theory is ωB97M-V/def2-TZVPD.

Properties
E_HOMO (spin up / spin down)   -15.121 / -15.120 eV
Charge   +3
<S²>   0.77
Kohn-Sham gap (spin up / spin down)   4.38 / 2.81 eV
LUMO energy (spin up / spin down)   -0.395 / -0.452 Ha
2S+1   2

The geometry in XYZ format:
```
67
Properties=species:S:1:pos:R:3:forces:R:3
Nb -11.020 -4.749 17.080 3.006 0.690 1.319
Br -14.544 -8.345 18.211 0.940 0.396 0.619
C -13.482 -7.392 19.486 -2.432 -1.657 0.052
C -13.808 -7.597 20.853 0.664 0.702 -1.624
C -13.248 -6.721 21.757 -0.115 -1.609 2.574
Br -13.339 -7.195 23.612 -0.120 0.581 -1.492
C -12.490 -5.625 21.358 0.993 3.117 -2.339
C -12.129 -4.508 22.135 0.397 -1.304 1.076
C -11.362 -3.468 21.643 -0.150 1.312 0.258
C -11.112 -3.380 20.275 0.038 -0.510 -0.873
N -11.485 -4.379 19.512 -0.511 -1.609 -2.099
C -12.195 -5.440 19.964 0.945 0.595 1.984
C -12.628 -6.376 19.030 0.615 0.143 -3.446
O -12.280 -6.170 17.685 -0.913 -0.107 3.159
H -14.483 -8.342 21.246 -0.027 -0.333 -0.524
H -12.424 -4.639 23.178 0.359 0.785 -0.067
H -11.005 -2.626 22.240 -0.355 -0.453 0.216
H -10.677 -2.589 19.643 0.184 0.046 1.335
N -3.693 -7.682 14.576 2.024 0.201 -0.051
C -4.700 -7.320 15.364 -3.059 -0.525 -0.107
C -4.651 -6.305 16.301 2.430 1.820 1.919
C -5.735 -5.751 16.992 -0.023 -1.461 -1.325
C -7.025 -6.310 16.738 0.384 1.133 1.780
C -7.140 -7.485 15.973 0.338 0.936 -1.115
C -6.028 -7.899 15.249 0.527 -0.469 -0.706
S -8.330 -5.812 17.899 0.480 0.018 -2.666
O -8.020 -6.148 19.218 0.138 -0.146 1.605
O -9.632 -6.395 17.352 -0.692 0.262 0.137
N -8.919 -4.213 17.839 -1.514 -2.472 0.992
C -8.608 -3.341 16.870 -0.217 3.671 -1.881
N -7.475 -2.650 16.786 -0.261 -1.161 -1.116
C -7.380 -1.830 15.709 -0.664 0.421 1.005
C -8.497 -1.477 14.954 -0.188 -1.668 0.637
C -9.698 -2.135 15.183 -0.939 0.426 -1.163
N -9.759 -3.061 16.133 1.163 -1.351 1.059
H -2.704 -7.392 14.658 -1.247 0.303 0.518
H -3.726 -8.423 13.916 -0.764 -0.680 -0.311
H -3.583 -5.976 16.554 -1.810 0.053 -0.294
H -5.550 -4.937 17.670 -0.114 0.138 0.214
H -8.125 -7.895 15.783 0.213 -0.299 0.081
H -6.124 -8.677 14.481 -0.250 0.107 0.589
H -6.423 -1.335 15.527 -0.170 -0.301 0.143
H -8.417 -0.884 14.107 0.219 1.345 -1.202
H -10.620 -1.954 14.517 1.484 -0.240 1.345
F -12.251 -3.393 17.031 -0.287 -0.105 0.123
As -16.270 -3.098 15.270 -2.124 0.727 0.417
F -15.319 -2.044 14.271 -0.462 -1.288 1.222
F -14.978 -4.309 15.276 -0.673 1.098 0.100
F -17.264 -4.123 14.330 0.938 0.722 0.783
F -16.471 -3.346 17.020 0.736 0.312 -2.538
F -17.496 -1.829 15.357 1.683 -1.619 0.023
N -11.059 -5.194 15.090 -1.236 -1.373 0.628
C -11.985 -5.677 14.512 0.138 1.257 -1.925
N -12.876 -5.898 13.624 -0.591 -0.759 0.398
C -12.727 -5.459 12.235 -0.958 1.645 -1.092
C -12.439 -6.652 11.385 0.342 -2.661 -0.581
O -13.448 -7.738 11.558 1.425 0.718 1.575
C -13.486 -8.253 12.939 -0.341 1.119 -1.217
C -13.864 -6.999 13.785 1.313 -2.137 2.573
H -12.040 -4.584 12.172 -0.209 -0.946 -0.107
H -13.721 -5.111 11.856 0.539 0.027 0.895
H -11.405 -7.072 11.573 -1.006 0.366 -0.279
H -12.593 -6.431 10.324 0.481 0.266 0.251
H -12.572 -8.835 13.234 -0.497 0.894 -0.246
H -14.341 -8.949 12.960 0.370 0.294 0.022
H -13.782 -7.177 14.887 -0.425 -0.450 -0.749
H -14.898 -6.778 13.601 -0.161 1.050 -0.492
```
Forces are in eV/Å.

Atomic charges from the Löwdin analysis, expressed in e, are listed below: 2.0724 0.9088 -0.4910 -0.0920 -0.5145 1.0080 -0.1506 0.0586 0.0504 -0.0454 0.0325 -0.1448 -0.2225 -0.2700 0.1258 0.1124 0.1463 0.1469 0.1695 -0.3044 -0.0221 -0.0416 -0.2868 -0.0635 0.0101 0.7473 -0.2069 -0.4800 -0.1588 -0.4922 0.1803 -0.0193 -0.0007 -0.0736 -0.0429 0.1506 0.1129 0.1549 0.1153 0.1115 0.1251 0.1407 0.1012 0.1648 -0.3731 1.1077 -0.1971 -0.2728 -0.1720 -0.2201 -0.2132 0.0559 -0.1304 -0.0280 -0.0906 -0.1355 -0.1299 -0.1147 -0.0707 0.1570 0.1646 0.1497 0.1475 0.1417 0.1412 0.1247 0.1353

***

Short version: ΔE to the lowest compared entry with this formula, charge and spin = 0.7285; 1.8410 eV, in the order given.